Density functional theory data (the ωB97M-V functional and the def2-TZVPD basis) for 2 unconnected molecules or ions with the total composition C2H10N3O.

XYZ file:
```
16
Properties=species:S:1:pos:R:3:forces:R:3:mulliken_spin:R:1
C 0.609158 0.238049 -2.375010 2.210 -4.359 0.056 0.012
N 1.303488 0.105416 -1.033274 -0.519 0.690 -2.706 0.655
C 0.624678 -0.010923 0.115931 -0.443 0.465 2.974 -0.050
N 1.273788 -0.721713 1.101279 -2.355 -0.181 -0.125 0.384
N -0.576277 0.498289 0.315480 3.005 0.049 -2.835 -0.038
H 0.393423 1.186781 -2.600285 -0.078 4.567 -0.591 0.051
H -0.386545 -0.189706 -2.500737 0.053 -0.845 1.036 0.017
H 1.274025 -0.182179 -3.187771 -0.469 0.532 1.090 0.010
H 2.322090 0.196114 -0.934133 -0.007 -0.263 -0.574 -0.030
H 0.559245 -1.166120 1.698961 0.793 0.004 0.202 -0.010
H 2.219630 -0.743690 1.492427 0.163 0.123 -0.884 -0.010
H -1.016965 0.240997 1.183154 -1.907 0.266 0.805 0.005
H -0.854108 1.216259 -0.396563 -0.667 -1.095 1.238 0.002
H -2.751768 -1.019696 2.328065 -0.249 0.271 0.460 0.000
H -2.422627 0.470102 2.756457 -0.401 0.375 1.436 0.000
O -2.571235 -0.117981 2.036020 0.871 -0.602 -1.579 0.001
```
Positions in Å, forces in eV/Å.

The value obtained for the frontier orbital gap (alpha / beta) is 10.51 / 5.45 eV. The total charge is +2. The calculation puts the HOMO energy (alpha / beta) at -19.643 / -19.633 eV. Its spin multiplicity is 2.

=====

Density functional theory data (the ωB97M-V functional and the def2-TZVPD basis) for a molecular structure, C2H10N3P3.

XYZ file:
```
18
Properties=species:S:1:pos:R:3:forces:R:3:nbo_charge:R:1
C -1.799741 0.761614 1.695778 -0.020 -0.032 -0.095 -0.429
C 1.082559 0.673368 -2.411506 -0.083 0.014 -0.010 -0.417
N 0.521188 -2.160527 0.443804 1.877 0.663 -1.585 -1.206
N -0.774383 0.092920 0.906929 0.589 0.089 0.494 -1.026
N 0.805063 0.054714 -1.117709 0.738 0.110 -0.034 -1.052
P 0.179511 -1.131920 1.744346 -0.694 -0.275 -0.076 0.932
P 1.715782 -1.353490 -0.765171 -1.986 -0.851 1.544 0.936
P 0.414787 1.139411 0.194410 -0.509 -0.235 -0.566 0.934
H -2.210764 1.589801 1.111428 -0.069 -0.056 0.086 0.204
H -2.593147 0.039508 1.894704 -0.072 0.083 0.071 0.208
H -1.441696 1.159010 2.647952 -0.004 0.099 0.155 0.177
H 0.279315 1.374023 -2.646942 0.009 -0.041 -0.104 0.202
H 2.029309 1.217951 -2.431362 0.053 0.074 -0.085 0.179
H 1.112698 -0.104651 -3.176002 0.020 0.077 -0.036 0.212
H -0.289023 -2.494231 -0.071946 0.090 0.052 0.060 0.389
H -0.960457 -1.835576 2.198646 -0.102 -0.041 0.244 -0.079
H 2.480622 -0.880301 0.335440 0.158 -0.012 0.007 -0.084
H -0.551625 1.858376 -0.552798 0.005 0.283 -0.072 -0.081
```
Positions in Å, forces in eV/Å.

The value obtained for the frontier orbital gap is 9.28 eV. The calculation puts the HOMO energy at -8.264 eV.

=====

Density functional theory data (the ωB97M-V functional and the def2-TZVPD basis) for 2 unconnected molecules or ions with the total composition C2H10N3S2.

XYZ file:
```
17
Properties=species:S:1:pos:R:3:forces:R:3:nbo_charge:R:1
N 0.979662 1.229325 -0.391845 -0.598 -0.376 0.284 -0.754
C -0.241744 1.704344 -0.160006 0.150 0.457 0.580 0.678
N -0.382987 2.969499 0.299108 -0.517 -0.469 -0.105 -0.773
N -1.340278 0.981942 -0.380505 1.677 0.503 -0.270 -0.748
H 1.142973 0.215720 -0.518217 0.027 0.664 0.348 0.434
H 1.719464 1.764162 0.037003 0.322 -0.124 -0.359 0.423
H -1.333916 3.303691 0.295256 0.092 0.279 0.210 0.409
H 0.195066 3.329051 1.043187 0.223 0.015 -0.216 0.429
H -2.223039 1.386366 -0.130498 -0.387 -0.534 -0.289 0.433
H -1.157120 0.132544 -0.884545 -1.012 -0.297 -0.090 0.428
C -0.600699 -2.587208 0.229581 0.441 0.315 0.320 -0.754
S 1.024358 -3.242762 0.763241 -0.187 -0.033 -0.128 0.142
S 2.368972 -1.734465 0.321971 -0.406 -0.227 -0.198 -0.164
H -0.866386 -1.762895 0.888896 -0.044 0.139 -0.089 0.210
H -1.365221 -3.353484 0.361858 0.258 -0.174 -0.090 0.257
H -0.553247 -2.275414 -0.812799 -0.083 -0.105 -0.042 0.205
H 2.634141 -2.060418 -0.961684 0.044 -0.032 0.134 0.144
```
Positions in Å, forces in eV/Å.

The value obtained for the frontier orbital gap is 9.18 eV. The total charge is +1. The calculation puts the HOMO energy at -12.404 eV.

=====

Density functional theory data (the ωB97M-V functional and the def2-TZVPD basis) for a single C2H10N4 molecule.

XYZ file:
```
16
Properties=species:S:1:pos:R:3:forces:R:3:nbo_charge:R:1
C 1.271983 -1.230790 -0.632020 -2.422 -0.108 0.191 -0.417
N 0.393305 -0.012959 -0.499755 3.469 -0.935 4.213 -0.354
C -0.485641 0.301119 -1.468596 -3.354 -0.649 -4.385 -0.426
N -0.028900 0.161968 1.114874 1.387 1.123 -2.925 0.005
N 0.281297 1.512370 1.503046 -3.997 -0.488 0.023 -0.681
N -1.259736 -0.357906 1.405342 0.751 -1.537 0.904 -0.678
H 0.601928 -2.173148 -0.756911 1.270 1.190 0.233 0.167
H 1.980632 -1.163966 -1.460525 -0.483 0.278 -0.316 0.200
H 1.906469 -1.298920 0.246653 -0.345 -0.116 0.264 0.214
H -0.076702 0.282791 -2.546997 0.378 0.071 1.653 0.212
H -1.390691 -0.415526 -1.716183 0.945 0.812 1.102 0.133
H -0.880825 1.315818 -1.415680 -0.140 0.092 0.416 0.196
H -0.141168 2.373461 1.105757 -0.243 -1.476 -0.328 0.341
H 1.207437 1.697339 1.646965 2.834 -0.396 0.210 0.361
H -2.138634 0.098003 1.329617 -0.263 0.994 -0.292 0.355
H -1.240753 -1.089656 2.144413 0.213 1.146 -0.963 0.373
```
Positions in Å, forces in eV/Å.

The value obtained for the frontier orbital gap is 9.06 eV. The calculation puts the HOMO energy at -7.945 eV. Its SMILES is CN(C)N(N)N.

=====

Density functional theory data (the ωB97M-V functional and the def2-TZVPD basis) for 2 unconnected molecules or ions with the total composition C2H10N4.

XYZ file:
```
16
Properties=species:S:1:pos:R:3:forces:R:3:nbo_charge:R:1
H -1.586930 -0.724703 -1.910739 -0.063 0.041 -0.040 0.323
N -1.011880 0.107182 -2.042824 0.638 0.203 0.913 -0.687
C -0.542313 0.518152 -0.924011 -1.194 0.175 -0.041 0.285
N -0.818449 0.003920 0.361027 0.136 0.571 -0.047 -0.663
C -2.100342 -0.605545 0.666433 -0.214 0.038 -0.088 -0.414
H 0.067025 1.433234 -0.884828 0.062 -0.549 -0.134 0.179
H -0.528776 0.650519 1.093349 -0.005 -0.168 -0.370 0.388
H -2.896797 0.142788 0.626034 -0.172 -0.114 -0.062 0.187
H -2.077728 -1.021426 1.676963 0.078 -0.021 -0.196 0.210
H -2.340111 -1.409195 -0.033760 0.094 0.070 0.147 0.200
N 1.999520 -0.457182 0.022549 -0.965 -1.719 1.050 -0.739
N 2.535107 0.777157 0.538184 -0.210 0.921 0.185 -0.708
H 2.005668 -0.493618 -1.003245 -0.321 0.275 0.909 0.361
H 1.022367 -0.693231 0.476387 2.774 1.102 -1.810 0.385
H 3.021388 0.611815 1.424197 -0.151 -0.370 -0.529 0.344
H 3.252251 1.160131 -0.085716 -0.488 -0.456 0.113 0.350
```
Positions in Å, forces in eV/Å.

The value obtained for the frontier orbital gap is 8.58 eV. The calculation puts the HOMO energy at -7.702 eV. Its SMILES is [H]/N=C\NC.NN.

=====

Density functional theory data (the ωB97M-V functional and the def2-TZVPD basis) for 2 unconnected molecules or ions with the total composition C2H10N4O.

XYZ file:
```
17
Properties=species:S:1:pos:R:3:forces:R:3:nbo_charge:R:1
C 0.553211 -1.403991 -0.791141 0.109 0.244 0.083 -0.684
C -0.571214 -0.513089 -0.342314 -0.565 -0.030 0.252 0.468
N -0.978972 -0.798704 1.119554 0.115 0.420 -0.092 -0.839
N -1.441046 -0.064804 -1.188681 0.428 -0.003 0.362 -0.819
H -0.629631 -1.681343 1.483875 -0.014 0.070 -0.092 0.406
H -1.983063 -0.736687 1.260698 0.038 -0.049 -0.107 0.407
H -2.261596 0.340884 -0.743880 0.039 -0.033 0.028 0.336
H 1.335940 -1.487671 -0.037342 -0.033 0.022 -0.020 0.229
H 0.160081 -2.394156 -1.039737 -0.025 0.072 0.065 0.223
H 0.994366 -0.983278 -1.693575 -0.040 -0.020 0.039 0.245
N 0.367439 1.089005 0.623489 -0.346 -0.329 -0.760 -0.259
N 1.733722 1.148381 0.325770 0.115 0.219 0.536 -0.681
O -0.350913 2.195946 0.068535 0.351 -0.458 0.132 -0.626
H -0.638689 1.841642 -0.807033 -0.118 0.062 0.185 0.456
H -0.376302 0.169986 1.469231 0.228 -0.083 -0.569 0.461
H 2.180541 1.835738 0.930360 -0.001 0.024 -0.150 0.341
H 1.906126 1.442143 -0.637808 -0.280 -0.126 0.108 0.336
```
Positions in Å, forces in eV/Å.

The value obtained for the frontier orbital gap is 8.19 eV. The calculation puts the HOMO energy at -7.571 eV.

=====

Density functional theory data (the ωB97M-V functional and the def2-TZVPD basis) for 2 unconnected molecules or ions with the total composition C2H10N4O2.

XYZ file:
```
18
Properties=species:S:1:pos:R:3:forces:R:3:nbo_charge:R:1
C 0.293271 1.510468 -1.236334 0.365 0.083 0.259 -0.714
C -0.420185 0.453167 -0.427787 0.159 0.114 0.871 0.672
O -0.836296 -0.578559 -0.967858 -0.130 1.021 0.990 -0.685
N -0.586729 0.690642 0.942658 0.101 -0.752 -2.896 -0.141
N -0.071939 1.773657 1.601734 0.116 0.996 0.597 -0.627
N -1.006134 -0.324941 1.778759 -0.904 -1.290 0.208 -0.660
H 0.974083 1.011143 -1.933431 -0.363 -0.021 0.008 0.238
H 0.895880 2.185748 -0.626833 -0.282 -0.055 0.033 0.245
H -0.442293 2.089424 -1.799624 0.089 -0.085 0.003 0.243
H 0.262658 1.420165 2.499986 0.254 0.082 -0.271 0.367
H -0.848321 2.394578 1.828710 0.154 0.086 0.005 0.345
H -1.151965 -1.157181 1.193572 0.276 0.237 0.156 0.390
H -1.941334 -0.090585 2.110944 -0.025 -0.009 0.073 0.347
N 1.604434 -2.491913 -0.844736 -1.195 -0.101 -0.365 -0.515
O 0.289521 -2.948853 -1.277160 0.338 0.251 0.154 -0.621
H 1.854835 -1.810875 -1.562647 0.215 0.045 0.326 0.321
H 1.402844 -1.989178 0.021206 0.358 0.084 -0.149 0.316
H -0.272330 -2.136907 -1.301161 0.475 -0.686 -0.001 0.479
```
Positions in Å, forces in eV/Å.

The value obtained for the frontier orbital gap is 9.82 eV. The calculation puts the HOMO energy at -9.285 eV. Its SMILES is CC(=O)N(N)N.NO.

=====

Density functional theory data (the ωB97M-V functional and the def2-TZVPD basis) for 3 unconnected molecules or ions with the total composition C2H10N6.

XYZ file:
```
18
Properties=species:S:1:pos:R:3:forces:R:3:nbo_charge:R:1
C -1.636610 -1.380583 -0.743677 4.204 2.843 -2.721 -0.407
C 0.418408 0.018539 0.255397 0.174 -2.155 -1.205 0.497
H -1.694933 -2.347466 -0.260997 1.318 -0.031 0.602 0.208
H -2.638236 -1.248444 -1.009774 -1.576 1.285 -0.374 0.199
H -0.975190 -1.289264 -1.855363 -1.973 -1.025 3.495 0.208
H -0.906038 1.613219 1.359967 -3.568 -2.155 -0.795 0.230
H -2.272337 -0.235170 2.002267 0.930 2.059 -3.808 0.255
H 2.146047 1.010981 -0.599342 -2.874 0.050 1.967 0.421
H -0.155966 2.084110 -1.225466 1.091 1.202 2.208 0.380
H 0.267240 3.146707 0.279750 0.516 -2.625 -2.027 0.386
H 2.897396 -0.826807 1.103072 -0.943 -1.963 -3.173 0.373
H 2.545183 -2.219288 -0.121404 0.653 1.472 1.201 0.382
N -1.074286 -0.023971 -0.015094 0.204 -2.884 -1.182 -0.357
N -2.128625 0.465643 0.784683 3.940 1.366 5.127 -0.468
N 1.233837 1.210948 0.022824 -0.220 -0.226 -1.008 -0.518
N 0.552885 2.390055 -0.468188 -0.923 -0.124 -0.168 -0.701
N 0.954134 -1.172463 0.378508 0.728 2.119 -0.765 -0.351
N 2.467090 -1.196754 0.112839 -1.681 0.793 2.626 -0.737
```
Positions in Å, forces in eV/Å.

The value obtained for the frontier orbital gap is 7.79 eV. The calculation puts the HOMO energy at -8.483 eV.

=====

In the order shown, the computed strongest force on any atom values come out to 4.9; 2.7; 1.8; 5.6; 3.5; 0.9; 3.0; 6.6 eV Å⁻¹.
In the order shown, the computed DFT total energy values come out to -320.93779; -1270.51385; -1042.63501; -301.04628; -301.14363; -376.29733; -451.59422; -410.33310 Ha.